1.
C35H38Cl3CsGe2N3O4S2 | ωB97M-V with the def2-TZVPD basis set

Computed properties:
HOMO energy (alpha / beta)   -4.361 / -4.361 eV
Total charge   -1
Orbital gap (alpha / beta)   5.05 / 5.05 eV
E_tot   -222390.6984 eV
ΔE to the lowest compared entry with this formula, charge and spin   3.866 eV
F_max   0.0591 Eh/bohr

Structure (XYZ):
```
88
Properties=species:S:1:pos:R:3:forces:R:3
Cs 0.561 1.340 0.920 0.2 -1.0 1.6
O 2.602 6.322 -2.150 0.4 0.1 0.0
C 3.758 5.810 -1.787 -0.2 0.2 -0.1
O 4.800 6.415 -1.901 0.1 0.0 0.0
C 3.725 4.430 -1.216 0.2 -0.1 0.0
C 4.829 3.740 -0.755 0.0 0.0 0.0
Cl 6.453 4.252 -0.753 0.0 0.0 -0.1
N 4.419 2.517 -0.317 -0.1 0.0 0.0
N 3.093 2.383 -0.506 0.0 0.1 0.1
C 2.661 3.512 -1.029 -0.1 0.0 -0.2
C 1.181 3.630 -1.350 0.0 -0.1 -0.2
O 0.782 4.699 -1.864 -0.2 0.0 0.0
O 0.478 2.640 -1.064 -0.1 1.8 -2.5
C 5.096 1.409 0.293 0.0 0.0 0.0
C 6.380 1.504 0.813 0.0 0.0 0.1
C 6.962 0.397 1.415 0.0 0.0 0.0
C 6.281 -0.803 1.514 0.0 0.0 0.0
C 4.996 -0.888 1.001 0.0 0.0 0.0
C 4.401 0.205 0.396 0.0 -0.1 0.1
H 1.829 5.653 -2.026 -0.1 0.0 0.0
H 6.932 2.425 0.774 0.0 0.0 0.0
H 7.961 0.492 1.819 0.0 0.0 0.0
H 6.736 -1.656 1.999 0.0 0.0 0.0
H 4.436 -1.810 1.076 0.0 0.0 0.0
H 3.394 0.106 0.023 0.0 0.1 -0.1
S -0.766 2.366 3.660 0.0 0.0 0.4
C 0.381 1.182 4.110 -0.1 0.0 0.1
N 0.823 0.182 3.383 -0.1 -0.4 0.9
C 1.736 -0.599 4.057 0.0 0.1 0.0
C 2.347 -1.737 3.533 0.0 0.0 0.0
C 3.256 -2.434 4.307 0.0 0.0 0.0
C 3.566 -2.011 5.601 0.0 0.0 0.0
C 2.963 -0.884 6.137 0.0 0.0 0.1
C 2.049 -0.184 5.363 0.0 0.0 0.0
S 1.127 1.239 5.726 0.0 0.1 0.0
H 2.091 -2.060 2.532 0.0 0.0 0.0
H 3.731 -3.321 3.907 0.0 0.0 0.0
H 4.282 -2.567 6.192 0.0 0.0 0.0
H 3.203 -0.558 7.141 0.0 0.0 0.0
C -6.073 2.336 -2.138 0.0 0.0 0.0
C -5.140 1.131 -2.166 0.0 0.0 0.1
Ge -3.480 1.354 -1.162 0.2 -0.1 -0.4
C -2.762 3.151 -1.206 -0.1 0.0 0.1
C -2.344 3.429 -2.660 0.0 0.1 0.0
C -2.269 -0.016 -0.939 -0.3 0.2 0.2
C -2.539 -1.364 -1.009 0.3 0.2 0.0
Ge -0.985 -2.586 -1.313 -0.2 0.0 0.3
C -1.763 -4.400 -0.866 0.0 0.0 0.0
C -1.860 -5.332 -2.069 0.0 0.0 0.0
C -0.183 -2.112 0.500 0.1 -0.1 -0.1
C -1.090 -2.387 1.695 0.0 0.0 0.1
C -3.929 -1.804 -0.922 0.0 -0.1 -0.2
C -4.469 -2.663 -1.886 0.0 0.0 0.0
C -5.794 -3.054 -1.818 0.0 0.0 0.0
C -6.597 -2.635 -0.763 0.0 0.0 0.0
C -6.060 -1.825 0.225 0.0 0.0 0.0
C -4.740 -1.408 0.146 0.0 0.0 0.1
H -6.916 2.192 -2.816 0.0 0.0 0.0
H -5.563 3.253 -2.437 0.0 0.0 0.0
H -6.482 2.499 -1.140 0.0 0.0 0.0
H -4.762 0.943 -3.178 -0.1 0.0 0.0
H -5.642 0.219 -1.848 0.0 0.0 0.0
H -1.883 3.192 -0.565 0.0 0.0 0.0
H -3.487 3.882 -0.845 0.0 0.0 0.0
H -1.678 2.651 -3.035 0.0 0.0 0.0
H -1.778 4.360 -2.699 0.0 0.0 0.0
H -3.204 3.506 -3.330 0.0 0.0 0.0
H -1.255 0.364 -0.856 0.0 -0.3 -0.1
H -2.737 -4.310 -0.378 0.0 0.0 0.0
H -1.085 -4.833 -0.123 0.0 0.0 0.0
H -2.611 -4.987 -2.784 0.0 0.0 0.0
H -2.129 -6.356 -1.791 0.0 0.0 0.0
H -0.913 -5.375 -2.614 0.0 0.0 0.0
H 0.114 -1.062 0.509 0.0 -0.5 -0.2
H 0.740 -2.694 0.585 0.0 0.0 0.0
H -1.979 -1.753 1.670 0.0 0.0 0.0
H -0.584 -2.185 2.642 0.0 0.0 0.0
H -1.431 -3.424 1.708 0.0 0.0 0.0
H -3.839 -2.992 -2.703 0.0 0.0 0.0
H -6.201 -3.700 -2.586 0.0 0.0 0.0
H -7.629 -2.956 -0.705 0.0 0.0 0.0
H -6.669 -1.516 1.065 0.0 0.0 0.0
H -4.312 -0.802 0.936 0.0 0.0 0.0
Cl 1.221 0.330 -2.643 0.1 0.0 0.1
C 2.101 -1.087 -3.209 0.0 -0.1 -0.1
Cl 2.783 -2.048 -1.882 0.0 0.0 0.0
H 2.937 -0.745 -3.809 -0.1 0.0 -0.1
H 1.417 -1.720 -3.764 0.0 0.0 0.1
```
Positions in Å, forces in eV/Å.


2.
C35H38N3O4S | ωB97M-V with the def2-TZVPD basis set

Computed properties:
HOMO energy   -4.131 eV
Total charge   -1
Orbital gap   6.68 eV
E_tot   -60406.2165 eV
F_max   0.1171 Eh/bohr
SMILES   Cc1ccc([S@@](=O)([O-])=N[C@H](c2ccc(N(C)C)cc2)[C@H](N=C(c2ccccc2)c2ccccc2)C(=O)OC(C)(C)C)cc1

Structure (XYZ):
```
81
Properties=species:S:1:pos:R:3:forces:R:3
C 3.013 -3.569 6.176 0.1 0.0 0.3
C 2.141 -3.540 4.958 -0.1 0.1 -0.2
C 0.826 -3.082 5.078 0.0 -0.1 -0.1
C -0.017 -3.051 3.975 0.5 0.0 -0.1
C 0.491 -3.447 2.739 -0.3 -0.3 0.1
S -0.590 -3.321 1.324 1.6 3.1 0.5
O -0.069 -4.294 0.390 -0.4 -0.7 -0.7
O -1.931 -3.495 1.836 -0.6 -0.7 0.0
N -0.266 -1.788 0.921 0.1 -1.9 1.1
C -0.511 -1.508 -0.469 4.1 -4.3 1.0
C 0.796 -1.112 -1.200 -0.7 0.2 0.3
C 0.736 -0.757 -2.551 0.5 -0.2 -0.1
C 1.820 -0.172 -3.183 0.3 0.1 0.5
C 3.020 0.020 -2.458 -0.8 -0.4 0.5
N 3.992 0.850 -2.946 1.4 0.6 -0.8
C 3.730 1.791 -4.022 -0.1 -0.2 0.1
C 5.257 1.014 -2.259 -0.3 -0.1 0.0
C 3.157 -0.611 -1.196 -0.4 0.4 -0.3
C 2.029 -1.124 -0.547 0.2 0.1 -0.7
C -1.701 -0.755 -0.618 -3.0 2.4 -0.7
N -1.630 0.098 -1.756 -2.0 2.0 -1.4
C -1.284 1.308 -1.999 -0.2 -0.8 0.8
C -2.027 1.894 -3.171 0.3 -0.5 -0.5
C -1.376 2.300 -4.340 -0.3 -0.1 -0.2
C -2.117 2.441 -5.523 -0.3 0.2 0.3
C -3.500 2.213 -5.522 0.2 0.0 0.2
C -4.163 1.874 -4.332 0.4 0.3 0.1
C -3.426 1.735 -3.160 0.3 0.0 -0.1
C -0.197 2.063 -1.312 0.0 0.2 0.8
C 0.450 3.159 -1.899 -0.1 -0.1 -0.2
C 1.693 3.574 -1.429 0.1 0.3 0.3
C 2.254 2.996 -0.287 -0.3 -0.2 -0.1
C 1.529 2.024 0.405 0.0 0.3 0.0
C 0.308 1.586 -0.087 -0.1 -0.3 -0.4
C -2.404 0.082 0.505 -0.2 0.6 0.4
O -2.953 1.129 0.188 0.5 -0.8 0.2
O -2.498 -0.427 1.754 -0.3 0.7 -0.6
C -3.357 0.329 2.687 -0.2 -0.1 0.1
C -4.770 0.387 2.160 -0.5 -0.1 -0.4
C -2.872 1.741 2.932 0.3 0.6 0.0
C -3.376 -0.433 3.994 0.1 -0.5 0.4
C 1.786 -3.956 2.598 -0.4 0.4 0.3
C 2.617 -3.968 3.714 -0.2 0.0 0.3
H 4.017 -3.920 5.930 0.0 0.0 0.1
H 3.088 -2.570 6.620 0.1 -0.1 0.0
H 2.594 -4.231 6.943 0.1 0.1 -0.1
H 0.461 -2.751 6.050 0.1 -0.1 -0.1
H -1.055 -2.736 4.052 0.2 0.0 -0.1
H -0.726 -2.491 -0.928 0.1 0.3 -0.4
H -0.187 -0.881 -3.113 0.3 -0.1 0.1
H 1.720 0.206 -4.197 0.0 -0.1 0.2
H 3.036 2.595 -3.717 0.1 -0.2 -0.1
H 4.683 2.251 -4.314 -0.3 -0.1 0.0
H 3.311 1.279 -4.898 0.1 0.2 0.1
H 5.691 0.032 -2.034 0.0 0.2 0.1
H 5.945 1.558 -2.918 -0.1 -0.2 0.2
H 5.149 1.582 -1.320 0.1 -0.1 -0.1
H 4.117 -0.568 -0.687 -0.3 0.0 0.0
H 2.112 -1.501 0.471 -0.2 0.1 -0.2
H -2.488 -1.513 -0.846 0.1 0.6 0.3
H -0.292 2.459 -4.331 -0.5 -0.3 -0.2
H -1.613 2.749 -6.440 -0.1 -0.2 0.2
H -4.073 2.312 -6.445 0.2 0.0 0.2
H -5.244 1.724 -4.309 0.3 0.0 -0.1
H -3.890 1.458 -2.212 0.1 0.0 -0.3
H -0.026 3.670 -2.741 0.4 -0.2 0.3
H 2.236 4.365 -1.951 -0.2 -0.1 0.2
H 3.235 3.303 0.074 -0.2 0.0 -0.1
H 1.922 1.572 1.314 -0.1 0.1 -0.2
H -0.241 0.816 0.458 0.5 0.2 -0.1
H -5.145 -0.627 1.994 0.0 0.1 -0.1
H -5.417 0.887 2.885 0.0 -0.1 0.1
H -4.785 0.961 1.234 -0.3 -0.2 0.1
H -1.846 1.769 3.311 0.0 -0.1 -0.1
H -2.947 2.340 2.023 0.2 -0.1 0.2
H -3.516 2.205 3.688 0.1 -0.1 0.0
H -2.383 -0.558 4.435 0.0 0.0 -0.2
H -3.988 0.122 4.716 0.1 -0.1 -0.2
H -3.830 -1.421 3.870 0.2 0.1 -0.1
H 2.124 -4.326 1.631 -0.1 0.2 0.2
H 3.648 -4.317 3.633 -0.2 0.0 0.0
```
Positions in Å, forces in eV/Å.